{
  "formula": "C5H14NO2",
  "method": "wB97M-V/def2-TZVPD",
  "homo_energy_ev": -13.4,
  "charge": 1,
  "homo_lumo_gap_ev": 10.321,
  "species": ["C", "O", "C", "C", "C", "C", "N", "H", "H", "H", "H", "H", "H", "H", "H", "H", "H", "H", "H", "H", "H", "O"],
  "xyz": [[0.408, -1.114, -2.048], [0.551, -1.335, -0.627], [-0.756, -0.205, -2.333], [-0.840, 1.156, -1.552], [-1.079, 1.017, -0.099], [-0.160, 1.242, 0.822], [-0.458, 1.060, 2.242], [1.309, -0.591, -2.360], [0.300, -2.021, -2.635], [1.089, -2.132, -0.528], [-0.735, 0.121, -3.383], [-1.742, -0.652, -2.217], [0.076, 1.720, -1.729], [-1.650, 1.675, -2.061], [-2.046, 0.691, 0.283], [0.814, 1.606, 0.532], [-1.454, 1.040, 2.426], [-0.081, 1.831, 2.787], [0.028, 0.214, 2.578], [2.622, -1.161, 2.807], [1.419, -2.100, 2.686], [1.668, -1.156, 2.652]],
  "forces_ev_per_angstrom": [[0.2217, 0.8219, 0.5166], [-0.2375, -0.6545, -0.5321], [-0.8456, 1.2336, 0.0810], [0.4733, -0.8199, -0.8273], [-0.2249, -0.0701, 0.9658], [-0.3499, 0.5921, -1.3050], [0.9292, -0.0248, 0.0977], [0.2500, -0.0603, -0.3481], [0.0433, -0.3027, 0.1642], [-0.1082, 0.2233, 0.0761], [0.2397, -0.3702, 0.1071], [0.0800, -0.5652, 0.1373], [0.0646, 0.0919, 0.0622], [-0.0907, 0.2853, 0.3518], [-0.1670, -0.1096, -0.4285], [0.2365, -0.1635, 0.6345], [-0.2624, -0.3214, -0.0411], [0.0943, 0.2247, 0.1403], [-0.0683, -0.1966, 0.1107], [-0.1801, 0.1358, -0.0081], [0.1269, 0.6724, -0.0231], [-0.2246, -0.6223, 0.0680]],
  "mulliken_charge": [-0.502, -0.438, -0.636, -0.911, -0.165, -0.126, -0.137, 0.298, 0.372, 0.284, 0.337, 0.375, 0.368, 0.347, 0.232, 0.304, 0.381, 0.390, 0.247, 0.309, 0.318, -0.648]
}